Entry 1:
A cluster of 2 separate species, C5H14 in total. Source: OMol25; level of theory: ωB97M-V/def2-TZVPD.

## Properties
E_HOMO: -11.2 eV
SMILES: CCC.CC
Gap between HOMO and LUMO: 12.366 eV
Relative energy (zero: lowest compared OMol25 entry of this formula, charge and spin): 65.02 kJ/mol

Geometry as ORCA input:
```
! wB97M-V def2-TZVPD RIJCOSX def2/J DEFGRID3
* xyz 0 1
C -0.46 1.03 -0.78
C -1.86 0.50 -1.16
C -2.51 -0.38 -0.11
H -0.17 1.89 -1.38
H 0.25 0.22 -0.88
H -0.34 1.23 0.29
H -2.52 1.32 -1.46
H -1.62 -0.06 -2.08
H -2.52 0.05 0.90
H -3.58 -0.49 -0.33
H -2.05 -1.38 -0.06
C 2.99 -0.29 0.75
C 1.59 -0.81 1.13
H 3.72 -1.03 0.40
H 3.00 0.54 0.05
H 3.62 0.08 1.56
H 0.87 -0.63 0.37
H 1.69 -1.84 1.49
H 1.27 -0.33 2.06
*
```

Löwdin atomic charge list, values in e, 6 entries: C -0.13; C -0.31; C -0.13; H 0.07; H 0.04; H 0.07

Entry 2:
A cluster of 2 separate species, C5H14 in total. Source: OMol25; level of theory: ωB97M-V/def2-TZVPD.

## Properties
E_HOMO: -11.0 eV
SMILES: CCC.CC
Gap between HOMO and LUMO: 12.145 eV
Relative energy (zero: lowest compared OMol25 entry of this formula, charge and spin): 61.87 kJ/mol

Geometry as ORCA input:
```
! wB97M-V def2-TZVPD RIJCOSX def2/J DEFGRID3
* xyz 0 1
C -2.41 1.18 -0.65
C -1.27 0.58 -1.51
C 0.08 1.08 -1.00
H -3.40 0.99 -1.08
H -2.32 2.27 -0.68
H -2.30 0.91 0.40
H -1.33 -0.51 -1.41
H -1.52 0.89 -2.52
H 0.70 0.21 -0.76
H 0.47 1.82 -1.69
H 0.11 1.43 0.04
C 1.70 -1.92 0.83
C 1.66 -0.80 1.87
H 2.01 -1.52 -0.14
H 2.32 -2.74 1.19
H 0.69 -2.31 0.68
H 2.40 0.00 1.73
H 0.71 -0.25 1.88
H 1.70 -1.31 2.83
*
```

Löwdin atomic charge list, values in e, 6 entries: C -0.14; C -0.30; C -0.12; H 0.07; H 0.07; H 0.07

Entry 3:
A cluster of 2 separate species, C5H14 in total. Source: OMol25; level of theory: ωB97M-V/def2-TZVPD.

## Properties
E_HOMO: -11.5 eV
SMILES: CCC.CC
Gap between HOMO and LUMO: 12.662 eV
Relative energy (zero: lowest compared OMol25 entry of this formula, charge and spin): 28.19 kJ/mol

Geometry as ORCA input:
```
! wB97M-V def2-TZVPD RIJCOSX def2/J DEFGRID3
* xyz 0 1
C -1.18 0.89 0.48
C -2.35 0.12 -0.13
C -1.86 -1.04 -1.02
H -1.50 1.45 1.35
H -0.69 1.55 -0.23
H -0.46 0.17 0.88
H -2.96 -0.28 0.68
H -3.02 0.74 -0.73
H -1.83 -1.99 -0.48
H -2.47 -1.13 -1.92
H -0.90 -0.75 -1.46
C 2.29 -0.58 0.76
C 2.45 0.69 -0.08
H 1.63 -0.42 1.61
H 1.96 -1.40 0.13
H 3.27 -0.92 1.09
H 2.68 1.55 0.55
H 1.60 0.81 -0.75
H 3.31 0.53 -0.73
*
```

Löwdin atomic charge list, values in e, 6 entries: C -0.13; C -0.31; C -0.12; H 0.07; H 0.07; H 0.05

Entry 4:
A cluster of 2 separate species, C5H14 in total. Source: OMol25; level of theory: ωB97M-V/def2-TZVPD.

## Properties
⟨S²⟩: 0.75
E_HOMO (alpha / beta): -15.2 / -15.0 eV
Gap between HOMO and LUMO (alpha / beta): 12.098 / 4.095 eV
Relative energy (zero: lowest compared OMol25 entry of this formula, charge and spin): 48.73 kJ/mol

Geometry as ORCA input:
```
! wB97M-V def2-TZVPD RIJCOSX def2/J DEFGRID3
* xyz 1 2
C -0.19 -1.65 -1.27
C -0.28 -3.15 -1.12
H 0.71 -1.19 -0.86
H -0.36 -1.32 -2.29
H -0.97 -1.16 -0.66
H -1.19 -3.60 -1.50
H -0.16 -3.38 -0.05
H 0.59 -3.63 -1.57
C -0.34 1.59 0.55
C -0.13 1.89 2.08
C 0.92 1.46 -0.17
H -0.76 2.57 0.11
H -1.14 0.87 0.37
H 0.83 2.38 2.16
H -0.90 2.51 2.54
H 1.64 2.24 0.08
H 0.82 1.53 -1.29
H -0.15 0.93 2.61
H 1.48 0.48 -0.16
*
```

Löwdin atomic charge list, values in e, 6 entries: C -0.17; C -0.14; H 0.04; H 0.08; H 0.06; H 0.08

Entry 5:
A cluster of 2 separate species, C5H14 in total. Source: OMol25; level of theory: ωB97M-V/def2-TZVPD.

## Properties
⟨S²⟩: 0.75
E_HOMO (alpha / beta): -14.9 / -14.9 eV
Gap between HOMO and LUMO (alpha / beta): 11.613 / 4.257 eV
Relative energy (zero: lowest compared OMol25 entry of this formula, charge and spin): 50.50 kJ/mol

Geometry as ORCA input:
```
! wB97M-V def2-TZVPD RIJCOSX def2/J DEFGRID3
* xyz 1 2
C -2.21 -0.96 -0.25
C -1.51 -1.90 -1.22
H -1.64 -0.22 0.29
H -3.06 -0.47 -0.75
H -2.75 -1.56 0.49
H -2.03 -1.93 -2.17
H -1.56 -2.92 -0.83
H -0.47 -1.60 -1.42
C 1.17 0.57 0.60
C 2.56 0.90 0.99
C 0.41 1.59 -0.18
H 1.11 -0.45 0.12
H 0.54 0.23 1.49
H 3.17 -0.02 1.10
H 1.09 2.38 -0.53
H -0.27 1.20 -0.93
H 2.60 1.28 2.03
H 3.05 1.77 0.56
H -0.18 2.12 0.63
*
```

Löwdin atomic charge list, values in e, 6 entries: C -0.17; C -0.15; H 0.02; H 0.08; H 0.08; H 0.07

Entry 6:
A cluster of 2 separate species, C5H14 in total. Source: OMol25; level of theory: ωB97M-V/def2-TZVPD.

## Properties
⟨S²⟩: 0.75
E_HOMO (alpha / beta): -15.3 / -15.2 eV
Gap between HOMO and LUMO (alpha / beta): 12.180 / 4.474 eV
Relative energy (zero: lowest compared OMol25 entry of this formula, charge and spin): 157.97 kJ/mol

Geometry as ORCA input:
```
! wB97M-V def2-TZVPD RIJCOSX def2/J DEFGRID3
* xyz 1 2
C -1.04 -1.04 -0.88
C 0.44 -1.36 -0.71
C -1.98 -0.82 0.19
H -1.08 -0.21 -1.58
H -1.48 -1.93 -1.54
H 0.82 -1.20 0.29
H 0.98 -0.51 -1.17
H -1.91 -1.73 0.89
H -1.94 0.05 0.86
H 0.77 -2.29 -1.08
H -2.88 -0.50 -0.18
C 1.73 1.48 0.11
C 0.55 1.43 1.12
H 1.38 1.06 -0.77
H 1.96 2.53 -0.18
H 2.58 0.82 0.47
H 0.15 2.44 1.07
H 1.13 1.15 2.05
H -0.18 0.63 1.03
*
```

Löwdin atomic charge list, values in e, 6 entries: C -0.21; C -0.01; C -0.01; H 0.17; H 0.24; H 0.09

What did we get for electronic energy? Answer: -5411.376; -5411.408; -5411.757; -5400.600; -5400.582; -5399.468 eV, in the order shown.
What did we get for max |F|? Answer: 0.0439; 0.0357; 0.0242; 0.0437; 0.0473; 0.0762 Eh/bohr, in the order shown.